The following is a DFT calculation (ωB97M-V/def2-TZVPD) of the ion C5H8NO with charge +1.

Each line ends with the natural charge from an NBO analysis.
CARTESIAN COORDINATES (ANGSTROEM)
C1 -0.0173 1.2447 1.3642  -0.08
C2 -0.4552 0.0024 0.6047  -0.39
C3 0.2583 -1.2636 0.8958  -0.26
C4 0.7695 1.4991 -0.7642  0.23
C5 -0.0410 0.3175 -0.8617  0.27
N1 -0.3326 -0.3917 -1.9871  -0.68
O1 0.8148 2.0074 0.4213  -0.34
H1 -0.7950 1.9063 1.7797  0.24
H2 0.7499 1.0931 2.1470  0.24
H3 -1.5273 -0.2300 0.5982  0.26
H4 -0.4414 -2.0601 1.1586  0.20
H5 1.2261 1.8951 -1.6077  0.22
H6 1.3249 -1.5600 1.0012  0.22
H7 -0.0126 -0.0959 -2.9016  0.43
H8 -1.1860 -0.8976 -1.8841  0.42

## Properties
* E_LUMO (spin up / spin down): -4.5 / -6.2 eV
* net charge: +1
* highest occupied orbital energy (spin up / spin down): -0.4915 / -0.4770 Eh
* energy above the lowest of the compared OMol25 structures with the same formula, charge and spin: 2.7992 eV

***

The following is a DFT calculation (ωB97M-V/def2-TZVPD) of a cluster of 11 separate species, C38H71N5O16 in total.

Each line ends with the Mulliken charge.
CARTESIAN COORDINATES (ANGSTROEM)
C1 1.0664 -1.5581 -0.0112  -1.43
C2 -0.3928 -1.4541 -0.3584  -0.40
N1 -0.8097 -0.0155 -0.2232  0.05
C3 -0.7983 0.4498 1.1389  -0.44
C4 -0.8494 2.0403 1.1824  -1.29
C5 -2.2495 0.1432 -0.6716  -0.36
C6 -2.7287 -0.4232 -1.9944  -1.26
H1 1.2678 -1.7106 1.0492  0.37
H2 1.6267 -0.6302 -0.1265  0.38
H3 1.4630 -2.5291 -0.3078  0.40
H4 -0.5510 -1.7389 -1.3986  0.24
H5 -1.1711 -2.0053 0.1693  0.41
H6 -1.4930 0.1056 1.9051  0.32
H7 0.1305 0.2377 1.6684  0.37
H8 -0.7672 2.4296 2.1972  0.43
H9 0.0094 2.4365 0.6406  0.26
H10 -1.8512 2.3921 0.9362  0.36
H11 -2.5365 1.1719 -0.4534  0.31
H12 -2.9516 -0.2926 0.0392  0.29
H13 -3.7753 -0.6869 -1.8418  0.36
H14 -2.3768 -1.4253 -2.2397  0.34
H15 -2.7806 0.2468 -2.8526  0.28
O1 3.5228 10.6436 -1.9175  -0.58
C7 3.4019 10.4840 -0.7052  0.49
C8 4.3291 11.0802 0.3537  -0.33
C9 3.6619 10.4309 1.6105  -0.58
C10 2.8800 9.1970 1.1462  -0.34
O2 2.5265 9.5544 -0.2143  -0.34
H16 5.3576 10.7215 0.3136  0.26
H17 4.2586 12.1665 0.2994  0.28
H18 4.2085 10.2811 2.5416  0.41
H19 2.8400 11.0275 2.0063  0.24
H20 3.3228 8.2051 1.2364  0.25
H21 1.8890 9.1707 1.5993  0.24
O3 1.3451 -6.5156 -5.8224  -0.61
C11 1.4664 -7.5616 -5.1433  0.55
C12 1.6568 -8.9943 -5.5731  -0.37
C13 1.9874 -9.6113 -4.1720  -0.53
C14 1.0113 -8.8166 -3.2607  -0.38
O4 1.1746 -7.5241 -3.8054  -0.34
H22 0.8785 -9.3995 -6.2198  0.29
H23 2.5832 -9.0545 -6.1441  0.23
H24 1.6010 -10.6298 -4.1356  0.29
H25 3.0150 -9.5848 -3.8095  0.30
H26 -0.0214 -9.1620 -3.3082  0.26
H27 1.3019 -8.8415 -2.2105  0.30
O5 -8.3273 2.3316 0.8871  -0.60
C15 -8.4946 3.5068 0.5217  0.55
C16 -8.3654 4.0212 -0.8889  -0.41
C17 -9.3308 5.1465 -0.9129  -0.50
C18 -9.2762 5.6846 0.5458  -0.38
O6 -9.0550 4.4885 1.2784  -0.32
H28 -7.3869 4.4898 -0.9944  0.24
H29 -8.3698 3.1710 -1.5709  0.30
H30 -8.9923 5.8329 -1.6891  0.30
H31 -10.3948 4.9353 -1.0193  0.27
H32 -8.4701 6.4065 0.6770  0.26
H33 -10.2187 6.1478 0.8376  0.29
O7 -5.4414 0.8493 -10.2298  -0.61
C19 -4.4468 0.0516 -10.1087  0.51
C20 -2.9715 0.4530 -10.3217  -0.35
C21 -2.2725 -0.8618 -10.1305  -0.48
C22 -3.2126 -1.8262 -9.4454  -0.32
O8 -4.5026 -1.2232 -9.6708  -0.33
H34 -2.9131 0.9091 -11.3100  0.26
H35 -2.5926 1.1408 -9.5657  0.26
H36 -2.0520 -1.4571 -11.0166  0.21
H37 -1.3275 -0.8060 -9.5902  0.34
H38 -3.1699 -2.7299 -10.0533  0.25
H39 -2.9533 -2.1321 -8.4318  0.26
O9 7.0702 3.6958 2.1575  -0.62
C23 7.7102 3.4129 1.1129  0.51
C24 8.7584 2.3035 0.9036  -0.29
C25 8.6311 2.2586 -0.5615  -0.53
C26 8.4575 3.6676 -0.9717  -0.47
O10 7.5933 4.2460 0.0500  -0.31
H40 9.7657 2.5441 1.2434  0.29
H41 8.2258 1.4695 1.3608  0.21
H42 9.4404 1.7593 -1.0944  0.36
H43 7.7343 1.7548 -0.9220  0.24
H44 9.4268 4.1656 -0.9964  0.24
H45 8.1101 3.8995 -1.9785  0.36
O11 4.7785 -8.1354 6.7601  -0.61
C27 4.8605 -8.8880 5.7654  0.53
C28 5.0853 -8.4613 4.3355  -0.34
C29 4.7743 -9.6895 3.5689  -0.47
C30 4.8683 -10.8497 4.5511  -0.36
O12 4.8609 -10.2414 5.8684  -0.34
H46 4.3805 -7.6542 4.1354  0.21
H47 6.0462 -8.0033 4.1011  0.27
H48 3.7580 -9.7049 3.1752  0.24
H49 5.4544 -9.9305 2.7519  0.32
H50 4.0735 -11.5918 4.6256  0.32
H51 5.8897 -11.1873 4.3755  0.23
C31 2.1095 2.8477 -4.5216  -1.00
C32 2.6190 1.6206 -5.3050  0.65
N2 2.3964 0.4305 -4.7215  -0.36
O13 3.3167 1.7077 -6.2506  -0.58
H52 2.0707 3.7027 -5.1966  0.30
H53 2.7615 3.1293 -3.6948  0.27
H54 1.0852 2.7871 -4.1539  0.32
H55 1.9458 0.3767 -3.8192  0.18
H56 2.8708 -0.3265 -5.1926  0.21
C33 0.4199 -1.1454 8.1512  -1.04
C34 0.8317 -2.3684 7.3422  0.72
N3 2.0345 -2.7419 7.5035  -0.35
O14 0.2128 -2.8937 6.4565  -0.65
H57 -0.4890 -0.6657 7.7880  0.28
H58 1.1350 -0.3292 8.0488  0.32
H59 0.2224 -1.5333 9.1505  0.30
H60 2.2801 -3.5125 6.8987  0.24
H61 2.6543 -2.2726 8.1483  0.19
C35 -7.0939 -4.3572 2.0599  -0.87
C36 -6.4475 -4.1136 3.3283  0.60
N4 -5.3242 -3.4133 3.2514  -0.36
O15 -6.8163 -4.5553 4.3746  -0.59
H62 -6.5286 -3.8121 1.3039  0.25
H63 -7.9760 -3.7182 2.0201  0.27
H64 -7.4281 -5.3760 1.8635  0.28
H65 -5.1538 -2.7119 2.5449  0.20
H66 -4.7412 -3.7459 4.0061  0.22
C37 -3.6798 6.1490 6.2623  -0.85
C38 -2.7787 6.2959 7.5140  0.60
N5 -1.9013 5.3540 7.7774  -0.38
O16 -3.0027 7.1832 8.2446  -0.56
H67 -3.0905 6.5488 5.4371  0.25
H68 -4.7319 6.4324 6.2929  0.28
H69 -3.5400 5.0697 6.2018  0.24
H70 -1.9020 4.5614 7.1515  0.19
H71 -1.2370 5.5753 8.5054  0.23

## Properties
* E_LUMO: 0.2 eV
* net charge: 0
* highest occupied orbital energy: -0.3241 Eh
* energy above the lowest of the compared OMol25 structures with the same formula, charge and spin: 8.4982 eV

***

The following is a DFT calculation (ωB97M-V/def2-TZVPD) of a structure of composition C23H22LaN4O2S2.

Each line ends with the Mulliken charge.
CARTESIAN COORDINATES (ANGSTROEM)
La1 -10.9587 -3.6295 -15.0745  1.27
C1 -7.7818 3.4374 -13.9768  -1.54
C2 -8.0555 2.2544 -14.9201  0.91
C3 -7.9753 2.2594 -16.3058  -0.72
C4 -8.3170 1.1308 -16.9893  -0.34
C5 -8.8397 -0.0008 -16.2691  -0.02
C6 -8.8935 -0.0274 -14.9075  -0.44
C7 -8.4235 1.1135 -14.2422  -0.78
S1 -9.4569 -1.5112 -17.0450  1.60
O1 -9.3060 -1.1638 -18.4006  -0.72
O2 -8.9776 -2.7341 -16.3485  -0.71
N1 -11.0426 -1.6133 -16.5965  -0.52
C8 -11.9749 -0.6217 -16.3734  0.89
C9 -12.0366 0.6221 -17.1284  -0.45
C10 -13.2434 1.2546 -17.1416  -0.91
C11 -14.3393 0.7814 -16.3105  -0.74
C12 -14.2770 -0.3232 -15.5215  0.58
C13 -15.3559 -0.8623 -14.7616  -0.54
C14 -15.2080 -2.0396 -14.0672  -0.91
C15 -13.9705 -2.7372 -14.2240  0.24
N2 -12.9116 -2.2253 -14.8060  -0.35
C16 -13.0136 -1.0124 -15.4648  -0.06
H1 -8.7118 3.7281 -13.4165  0.31
H2 -7.4080 4.3066 -14.4327  0.43
H3 -7.0691 3.2282 -13.1415  0.34
H4 -7.7517 3.1381 -16.8826  0.41
H5 -8.2588 1.0517 -18.0744  0.51
H6 -9.1497 -0.8712 -14.2825  0.31
H7 -8.4074 1.1395 -13.1598  0.39
H8 -11.2357 1.0074 -17.6989  0.51
H9 -13.4777 2.0800 -17.7966  0.40
H10 -15.2914 1.2761 -16.4259  0.38
H11 -16.2851 -0.2741 -14.7201  0.40
H12 -15.9505 -2.5463 -13.4653  0.39
H13 -13.8328 -3.7182 -13.8603  0.39
H14 -10.3216 -2.6891 -13.5598  -0.20
N3 -8.0785 -5.6729 -17.5639  -0.30
C17 -9.3979 -5.5122 -17.2725  0.05
S2 -10.0329 -6.1685 -15.8115  -0.39
N4 -10.2401 -5.0227 -18.2694  0.18
C18 -10.2999 -5.8063 -19.4784  0.07
C19 -10.3430 -7.2262 -19.4590  -0.10
C20 -10.5885 -7.8886 -20.6325  -0.45
C21 -11.0007 -7.2495 -21.8203  -0.57
C22 -10.8897 -5.8916 -21.8332  -0.36
C23 -10.5598 -5.1555 -20.6818  -0.38
H15 -7.5225 -5.5963 -16.7577  0.28
H16 -7.7481 -5.2240 -18.4361  0.28
H17 -11.1473 -4.8201 -17.8542  0.24
H18 -10.0468 -7.8879 -18.6424  0.31
H19 -10.5704 -8.9786 -20.6098  0.34
H20 -11.2515 -7.8964 -22.6869  0.35
H21 -11.2194 -5.2917 -22.6841  0.34
H22 -10.5049 -4.0576 -20.7831  0.40

## Properties
* E_LUMO: -3.3 eV
* net charge: +1
* highest occupied orbital energy: -0.3826 Eh
* energy above the lowest of the compared OMol25 structures with the same formula, charge and spin: 0.2117 eV

***

What electronic energy values result from the calculations? In sequence: -324.93609 -2968.00900 -2086.88132 Ha.